C18H36O18 | ωB97M-V/def2-TZVPD

Last column: Löwdin charge in e.
Geometry (Å):
1 C 2.1730 3.6911 6.0328  -0.06
2 O 0.7940 3.9941 5.9368  -0.05
3 C -0.1290 3.0411 5.3978  -0.49
4 O 0.2310 2.0511 4.8258  0.13
5 O -1.3370 3.6491 5.3438  -0.01
6 C -2.3550 2.8561 4.7818  -0.08
7 H 2.4900 4.3451 6.8618  0.11
8 H 2.7210 3.8611 5.1578  0.07
9 H 2.2740 2.6331 6.1728  0.08
10 H -3.4600 3.4331 4.7788  0.17
11 H -2.4420 1.9491 5.3208  0.06
12 H -2.0930 2.5701 3.7268  0.10
13 C 4.4190 2.6071 -1.9382  -0.08
14 O 4.0630 3.6221 -2.8502  -0.02
15 C 4.0090 3.2461 -4.1652  -0.54
16 O 4.3680 2.1101 -4.5742  0.06
17 O 3.6620 4.1861 -4.9992  0.01
18 C 3.5300 3.9151 -6.3382  -0.06
19 H 4.3300 3.0751 -0.9422  0.09
20 H 5.4590 2.1061 -2.0682  0.13
21 H 3.6260 1.7411 -1.9282  0.11
22 H 2.8940 3.1211 -6.4732  0.04
23 H 4.4740 3.5891 -6.6582  0.09
24 H 2.8660 4.8101 -6.8742  0.17
25 C 1.5760 1.0401 2.1638  -0.01
26 O 2.1350 0.6091 0.8908  0.00
27 C 1.8250 -0.5859 0.3078  -0.54
28 O 1.1840 -1.4579 0.9038  0.07
29 O 2.2310 -0.6639 -0.9522  0.00
30 C 1.8470 -1.8219 -1.7002  0.00
31 H 1.5220 0.3661 2.8658  0.03
32 H 0.5560 1.3621 2.0458  0.09
33 H 2.0160 1.9381 2.5128  0.08
34 H 2.2610 -2.6269 -1.0242  0.14
35 H 2.4820 -1.9279 -2.5572  0.09
36 H 0.9280 -1.7659 -1.9562  0.02
37 C 1.4090 0.8521 -4.7072  -0.01
38 O 0.9240 -0.3599 -5.3262  -0.04
39 C 1.6690 -1.5019 -5.3602  -0.53
40 O 2.9570 -1.4059 -5.3312  0.04
41 O 0.9870 -2.6099 -5.3862  0.02
42 C 1.7210 -3.7629 -5.5102  -0.10
43 H 1.9400 0.4001 -3.8222  0.10
44 H 0.9450 1.7431 -4.7522  0.05
45 H 2.4280 1.0751 -5.3062  0.11
46 H 0.9760 -4.6869 -5.5452  0.14
47 H 2.6690 -3.9909 -4.9212  0.12
48 H 2.1250 -3.8119 -6.5192  0.09
49 C -1.4150 -0.8639 3.0618  -0.04
50 O -2.5160 -1.7379 3.2648  0.03
51 C -3.7270 -1.2439 3.5708  -0.58
52 O -4.0370 -0.0639 3.6648  0.08
53 O -4.6700 -2.1489 3.8478  -0.03
54 C -6.0390 -1.7309 4.4368  0.06
55 H -1.3160 -0.0009 3.5588  0.02
56 H -1.3710 -0.6349 2.0128  0.09
57 H -0.3800 -1.2869 3.3158  0.13
58 H -5.9850 -2.0629 5.4498  0.09
59 H -6.7390 -2.1829 3.8388  0.04
60 H -6.2920 -0.7249 4.1038  0.09
61 C -1.5020 -3.0979 -0.9482  -0.14
62 O -2.3860 -3.6549 -0.1062  -0.07
63 C -3.6850 -3.1469 -0.0752  -0.46
64 O -4.0350 -2.1669 -0.7272  0.11
65 O -4.3360 -3.8889 0.9448  -0.02
66 C -5.6590 -3.3629 1.0548  -0.07
67 H -0.7150 -3.8149 -0.7942  0.08
68 H -1.0510 -2.0299 -0.3632  0.15
69 H -1.9970 -2.8789 -2.1012  0.17
70 H -6.0710 -4.1559 1.8428  0.15
71 H -5.9890 -3.4749 0.1948  -0.02
72 H -5.9640 -2.2559 1.4138  0.15

Values from the calculation:
Kohn-Sham gap ... 10.88 eV
LUMO ... 0.0209 Eh
SMILES ... COC(=O)OC.COC(=O)OC.COC(=O)OC.COC(=O)OC.COC(=O)OC.COC(=O)OC
Charge ... 0
Energy above the lowest of the compared OMol25 structures with the same formula, charge and spin ... 221.1 kcal/mol

---

C3H39O17 | ωB97M-V/def2-TZVPD

Last column: Löwdin charge in e.
Geometry (Å):
1 C -0.9025 -1.9473 0.2368  -0.04
2 C -0.2495 -0.6363 0.0968  -0.55
3 C 1.0255 -0.4173 0.9288  -0.03
4 O 0.1305 -0.4113 -1.2172  -0.33
5 H -0.1755 -2.7173 0.1308  0.08
6 H -1.7305 -1.9913 -0.4492  0.07
7 H -1.2605 -2.0813 1.2688  0.08
8 H -0.9865 0.1787 0.2458  0.12
9 H 1.8805 -1.0573 0.6638  0.09
10 H 0.7045 -0.5323 2.0078  0.10
11 H 1.4005 0.5247 0.8648  0.00
12 O 3.4315 -1.8473 2.7208  -0.04
13 H 3.7005 -1.0793 2.2328  -0.01
14 H 2.9405 -2.3943 2.1328  0.03
15 O -3.5945 -0.3403 1.8028  -0.06
16 H -2.8845 0.2457 2.1398  0.01
17 H -3.2265 -1.2363 1.8018  0.05
18 O -2.1305 -0.6343 -2.5732  -0.08
19 H -1.9845 -0.4913 -3.5102  0.07
20 H -1.2515 -0.5143 -2.1312  0.01
21 O 1.9685 2.0187 2.8198  -0.07
22 H 1.2825 1.8957 2.1368  -0.01
23 H 1.8225 1.2157 3.3028  -0.04
24 O 1.0365 -2.1863 -2.9492  -0.09
25 H 0.7365 -1.5293 -2.2742  -0.01
26 H 1.9315 -2.3693 -2.6152  0.04
27 O -0.0095 2.7647 1.1278  -0.04
28 H -0.0495 3.7257 1.1188  0.10
29 H -0.4635 2.5697 0.3428  -0.02
30 O 2.3715 3.1937 -0.5912  -0.05
31 H 1.9125 3.5637 -1.3522  0.04
32 H 1.7415 2.5607 -0.2682  -0.03
33 O -1.6225 -3.2093 -3.2792  -0.07
34 H -1.8805 -2.4113 -2.9082  -0.09
35 H -0.7095 -3.2923 -2.8862  0.04
36 O 0.3435 1.7457 -3.8492  -0.08
37 H 0.0785 1.8487 -2.8822  0.00
38 H -0.4185 1.4377 -4.3242  0.00
39 O -4.5805 -2.3873 -2.3322  -0.10
40 H -4.3555 -1.6503 -1.7312  -0.04
41 H -3.8405 -2.9893 -2.1362  0.01
42 O -0.4495 2.0917 -1.2902  -0.04
43 H -1.3855 2.2877 -1.3272  0.09
44 H -0.2885 1.1917 -1.0472  -0.02
45 O -1.8405 1.5317 2.6938  -0.08
46 H -1.0525 1.8027 2.1278  0.03
47 H -2.3965 2.2727 3.0058  0.07
48 O 2.7165 0.4317 -1.8502  -0.06
49 H 1.8265 0.1507 -1.5852  -0.02
50 H 3.1145 0.5627 -0.9982  -0.02
51 O 1.7415 -0.1933 4.3838  -0.05
52 H 2.2315 -0.9093 3.9848  0.00
53 H 2.2375 0.1237 5.1558  0.07
54 O 4.0835 0.6157 1.2688  -0.05
55 H 3.6495 1.3407 1.8088  0.06
56 H 4.9875 0.5727 1.5198  0.03
57 O -4.1005 -0.3103 -0.7332  -0.06
58 H -3.2665 -0.2303 -1.1872  -0.02
59 H -3.9385 -0.4713 0.2028  -0.02

Values from the calculation:
Kohn-Sham gap ... 8.49 eV
LUMO ... 0.0782 Eh
Charge ... -1
Energy above the lowest of the compared OMol25 structures with the same formula, charge and spin ... 30.9 kcal/mol

---

C18H16ClN5O4 | ωB97M-V/def2-TZVPD

Last column: Löwdin charge in e.
Geometry (Å):
1 C 3.4375 -0.5249 3.4994  -0.03
2 C 1.9577 -0.1977 3.1506  -0.29
3 C 0.9770 -1.1756 3.3021  -0.09
4 N -0.1915 -0.6756 2.7493  0.11
5 C 0.0743 0.5906 2.3119  -0.19
6 C -1.0754 1.3665 1.7829  -0.28
7 C -2.1944 0.4662 1.1942  -0.09
8 N -1.7587 -0.2861 0.0535  0.11
9 C -1.8760 0.1506 -1.2391  -0.42
10 O -2.2450 1.2193 -1.6203  0.11
11 C -1.2298 -0.5923 -2.3317  -0.15
12 C -0.6659 -1.8654 -2.1145  0.11
13 C -0.1567 -2.2509 -3.3904  -0.25
14 C 0.2900 -3.4110 -3.8286  -0.05
15 C 0.6265 -3.5761 -5.1957  -0.57
16 Cl 1.5668 -5.0114 -5.7387  0.59
17 C 0.5306 -2.4744 -6.1060  -0.07
18 C -0.0139 -1.2993 -5.5875  0.03
19 C -0.4081 -1.2832 -4.2465  -0.20
20 O -1.0503 -0.2504 -3.5949  0.15
21 N -0.7599 2.3117 0.7122  0.15
22 C -1.3035 3.5146 1.1363  -0.50
23 O -1.9419 4.1242 0.2476  0.05
24 N -1.7633 3.5350 2.3780  0.20
25 C -1.6759 2.3021 2.8896  -0.32
26 O -2.3301 1.7964 3.8398  0.08
27 N 1.4114 0.9409 2.6577  0.00
28 C 2.1523 2.2341 2.7308  0.00
29 H 3.7215 -1.6147 3.6773  0.10
30 H 4.0384 -0.0608 2.7079  0.07
31 H 3.7234 0.0829 4.3747  0.07
32 H 1.1941 -2.1287 3.7917  0.11
33 H -2.5349 -0.2239 2.0076  0.14
34 H -3.0680 1.0094 0.8537  0.14
35 H -1.2605 -1.1148 0.1778  0.10
36 H -0.4773 -2.4599 -1.2609  0.11
37 H 0.4315 -4.1834 -3.0329  0.14
38 H 0.8814 -2.6320 -7.1163  0.10
39 H -0.3268 -0.4496 -6.1132  0.11
40 H -1.0676 2.2544 -0.2900  0.14
41 H -2.7084 3.9277 2.3610  0.20
42 H 3.0100 2.3424 2.0743  0.08
43 H 2.5136 2.4550 3.7390  0.09
44 H 1.5460 3.1177 2.4061  0.09

Values from the calculation:
Kohn-Sham gap ... 8.63 eV
LUMO ... 0.0006 Eh
SMILES ... Cc1cnc([C@]2(CNC(=O)c3cc4cc(Cl)ccc4o3)NC(=O)NC2=O)n1C
Charge ... 0
Energy above the lowest of the compared OMol25 structures with the same formula, charge and spin ... 21.3 kcal/mol

---

C14H18ClNO3Os | ωB97M-V/def2-TZVPD

Last column: Mulliken spin population.
Geometry (Å):
1 Cl -1.1128 2.9909 -2.9536  0.66
2 C -0.8694 -1.1253 -2.6220  -0.01
3 C 0.5162 -1.1399 -2.2430  0.23
4 C 1.2238 -0.2373 -3.1060  -0.11
5 H 0.9649 -1.7935 -1.4955  0.01
6 C 0.2930 0.3551 -4.0265  0.14
7 C -1.0201 -0.1867 -3.7115  0.19
8 H -1.9385 0.0617 -4.2274  0.00
9 H -1.6643 -1.7197 -2.1890  0.00
10 H 2.2984 -0.0447 -3.1167  -0.01
11 C 0.6552 1.2915 -5.1292  0.00
12 Os -0.3334 1.0094 -1.9125  1.73
13 C 1.2303 1.7283 -1.1908  0.08
14 O 2.2203 2.1657 -0.7551  0.06
15 C -1.4887 1.8144 -0.6100  0.01
16 O -2.2052 2.3225 0.1518  0.06
17 H 1.6525 1.7161 -4.9549  0.00
18 H -0.0525 2.1197 -5.1545  0.00
19 H 0.6289 0.7683 -6.0937  0.00
20 O -1.0648 -0.5279 0.1521  0.37
21 C -0.5890 -0.8729 1.2604  -0.11
22 C 0.8841 -0.8389 1.6073  0.00
23 C 1.2035 0.2577 2.6111  -0.01
24 C 0.8363 -0.0993 4.0488  0.00
25 C -0.6496 -0.3500 4.3132  0.08
26 C -1.2096 -1.5766 3.5886  0.01
27 N -1.4594 -1.3186 2.1742  0.60
28 H 1.1780 -1.8289 1.9904  -0.01
29 H 1.4239 -0.6686 0.6690  -0.01
30 H 2.2782 0.4670 2.5624  0.00
31 H 0.7109 1.1933 2.3181  0.00
32 H 1.4133 -0.9812 4.3564  0.00
33 H 1.1613 0.7224 4.6968  0.01
34 H -0.7908 -0.5203 5.3884  0.01
35 H -1.2369 0.5420 4.0505  -0.01
36 H -0.5102 -2.4214 3.6949  0.05
37 H -2.1678 -1.8652 4.0363  0.00
38 H -2.4101 -1.4093 1.8211  -0.03

Values from the calculation:
Kohn-Sham gap (spin up / spin down) ... 5.97 / 3.96 eV
Multiplicity ... 5
LUMO (spin up / spin down) ... -0.2534 / -0.4460 Eh
Charge ... +2

---

C2H4O2 | ωB97M-V/def2-TZVPD

Last column: Löwdin charge in e.
Geometry (Å):
1 C -1.4737 -0.6560 -1.3096  -0.14
2 O -2.3072 -1.3316 -1.8613  -0.02
3 H -1.1550 0.2798 -1.7875  0.08
4 H -1.0663 -0.9326 -0.3290  0.08
5 C 2.2947 0.7485 1.7125  -0.15
6 O 1.2177 1.1713 1.4138  -0.01
7 H 2.5567 0.3463 2.7195  0.08
8 H 3.0712 0.6187 0.9529  0.07

Values from the calculation:
Kohn-Sham gap ... 10.74 eV
LUMO ... 0.0238 Eh
SMILES ... C=O.C=O
Charge ... 0
Energy above the lowest of the compared OMol25 structures with the same formula, charge and spin ... 55.9 kcal/mol

---

C8H18BrPS | ωB97M-V/def2-TZVPD

Last column: Löwdin charge in e.
Geometry (Å):
1 C 3.8712 0.2878 1.4946  -0.14
2 C 3.1911 0.4928 0.1392  -0.92
3 C 3.7216 -0.3112 -1.0998  -0.17
4 C 3.1787 1.9377 -0.2533  -0.18
5 P 1.3867 0.0211 0.5040  0.26
6 S 0.4160 0.2238 -1.3948  0.32
7 Br 1.5471 -2.1206 0.4543  0.30
8 H 3.6035 1.0515 2.2756  0.09
9 H 3.6712 -0.6650 1.8968  0.01
10 H 5.0290 0.1461 1.1197  0.14
11 H 4.8276 0.1449 -1.3502  0.12
12 H 3.1786 -0.1033 -2.0136  0.04
13 H 3.8806 -1.4223 -0.8262  0.06
14 H 2.8336 2.5340 0.6756  0.10
15 H 4.2572 2.2699 -0.6646  0.13
16 H 2.5699 2.1171 -1.1360  0.04
17 H -0.8429 0.0482 -0.7831  -0.20
18 C -2.7668 -1.0241 -0.3791  -0.02
19 C -3.9120 -0.6008 -0.0229  -0.40
20 C -4.8572 0.1186 -0.9867  -0.06
21 C -4.5537 -0.8869 1.3657  -0.07
22 H -2.3107 -0.8019 -1.2375  -0.01
23 H -2.2449 -1.5703 0.4260  0.09
24 H -5.0494 1.0764 -0.4904  0.08
25 H -4.4295 0.2771 -1.9580  0.06
26 H -5.8603 -0.3580 -1.0733  0.09
27 H -4.9388 -0.0041 1.7915  0.03
28 H -5.5286 -1.5111 1.3438  0.10
29 H -3.8687 -1.3675 2.1825  0.11

Values from the calculation:
Kohn-Sham gap ... 9.46 eV
LUMO ... 0.0254 Eh
SMILES ... CC(C)(C)P(S)Br.C=C(C)C
Charge ... 0
Energy above the lowest of the compared OMol25 structures with the same formula, charge and spin ... 37.2 kcal/mol

---

C36H43Cl2N8O2SZr | ωB97M-V/def2-TZVPD

Last column: Löwdin charge in e.
Geometry (Å):
1 Zr 1.2523 -0.8186 0.5905  1.88
2 C 3.4330 -2.9294 2.6466  -0.15
3 C 3.2614 -1.6495 3.4497  -0.19
4 N 2.2612 -0.7335 2.8273  -0.14
5 C 2.2530 0.6578 3.3861  -0.14
6 C 2.3996 1.7234 2.3100  -0.14
7 N 1.5685 1.4200 1.1141  -0.11
8 C 0.1254 1.7309 1.1889  -0.15
9 C -2.2368 0.2962 2.2911  -0.08
10 C -1.7768 -1.3247 0.2958  -0.06
11 N -0.5924 -1.8438 -0.4449  -0.14
12 C -0.4421 -3.3192 -0.4818  -0.15
13 C 0.2140 -3.7993 0.7879  -0.17
14 N 1.5453 -3.1374 0.9757  -0.15
15 C 2.1209 -3.6084 2.2823  -0.17
16 H 4.0293 -3.6208 3.2431  0.14
17 H 4.0128 -2.7529 1.7353  0.10
18 H 4.2118 -1.1295 3.5684  0.12
19 H 2.9256 -1.8887 4.4620  0.15
20 H 1.3609 -1.1006 3.1275  0.08
21 H 3.0622 0.7720 4.1079  0.14
22 H 1.3244 0.8003 3.9400  0.14
23 H 3.4299 1.7876 1.9612  0.12
24 H 2.1384 2.7021 2.7177  0.15
25 H 1.9595 1.9196 0.3194  0.14
26 H -0.1253 2.6633 0.6884  0.11
27 H -0.1955 1.7504 2.2267  0.14
28 H -2.1528 1.3764 2.2059  0.10
29 H -1.9373 0.0032 3.2984  0.14
30 H -2.4790 -0.8463 -0.3862  0.14
31 H -2.2984 -2.1364 0.8029  0.15
32 H -0.6773 -1.5072 -1.4016  0.04
33 H 0.1713 -3.5630 -1.3535  0.13
34 H -1.4082 -3.8075 -0.6223  0.15
35 H 0.3366 -4.8837 0.7878  0.15
36 H -0.3901 -3.5306 1.6548  0.13
37 H 2.1622 -3.5100 0.2514  0.14
38 H 2.2531 -4.6888 2.2125  0.14
39 H 1.3568 -3.4353 3.0435  0.13
40 N 2.7810 -0.5806 -3.5712  0.17
41 C 1.7303 -1.0232 -4.4291  -0.23
42 C 2.0250 -1.7288 -5.5812  0.01
43 C 0.9761 -2.1773 -6.3741  -0.03
44 C -0.3393 -1.9490 -5.9993  -0.03
45 C -0.6263 -1.2610 -4.8263  -0.06
46 C 0.4183 -0.7811 -4.0512  -0.45
47 S 0.1673 0.2457 -2.6394  1.04
48 N 1.4817 -0.3267 -1.6485  -0.36
49 C 2.6467 -0.4353 -2.2594  -0.33
50 C 3.8643 -0.3795 -1.4061  -0.18
51 C 5.1135 -0.0983 -1.9239  0.04
52 C 6.1917 0.0334 -1.0555  0.02
53 C 5.9662 -0.1133 0.2981  0.02
54 C 4.6792 -0.3881 0.7338  -0.11
55 N 3.6308 -0.5299 -0.0835  0.02
56 H 3.7130 -0.6676 -3.9474  0.15
57 H 3.0513 -1.9246 -5.8678  0.13
58 H 1.1930 -2.7109 -7.2890  0.13
59 H -1.1475 -2.2999 -6.6257  0.13
60 H -1.6527 -1.0697 -4.5395  0.12
61 H 5.2658 0.0603 -2.9821  0.13
62 H 7.1781 0.2598 -1.4380  0.14
63 H 6.7643 -0.0109 1.0200  0.14
64 H 4.4837 -0.4899 1.7869  0.08
65 Cl -4.8114 3.2898 2.2753  0.80
66 C -3.8712 4.2562 1.1852  -0.56
67 C -3.9869 5.6341 1.2490  -0.08
68 C -3.1998 6.4364 0.4382  -0.05
69 C -2.2884 5.8576 -0.4291  -0.09
70 C -2.2066 4.4794 -0.4893  -0.56
71 Cl -1.0476 3.7620 -1.6051  0.70
72 C -3.0010 3.6319 0.2889  -0.31
73 N -2.8689 2.2315 0.2178  0.03
74 C -4.0580 1.4384 -0.0360  -0.24
75 C -4.8477 1.7674 -1.1330  -0.01
76 C -5.9620 1.0158 -1.4605  -0.05
77 C -6.2855 -0.0884 -0.6861  -0.05
78 C -5.5005 -0.4131 0.4068  -0.03
79 C -4.3831 0.3429 0.7682  -0.21
80 C -3.7108 -0.0468 2.0737  -0.13
81 C -1.2509 -0.3421 1.3302  -0.48
82 O -0.1713 -0.9688 1.9709  -0.28
83 O -0.5143 0.6589 0.4708  -0.22
84 H -4.6908 6.0681 1.9452  0.12
85 H -3.2940 7.5118 0.4863  0.12
86 H -1.6584 6.4606 -1.0675  0.11
87 H -2.1857 2.0204 -0.4987  0.05
88 H -4.5819 2.6363 -1.7246  0.13
89 H -6.5740 1.2902 -2.3088  0.12
90 H -7.1567 -0.6847 -0.9208  0.12
91 H -5.7798 -1.2587 1.0251  0.12
92 H -3.8712 -1.1171 2.2280  0.12
93 H -4.2544 0.4385 2.8891  0.12

Values from the calculation:
Kohn-Sham gap ... 5.22 eV
LUMO ... -0.3374 Eh
Charge ... +3

---

C5H4O2 | ωB97M-V/def2-TZVPD

Last column: Löwdin charge in e.
Geometry (Å):
1 O 2.2790 -1.0385 0.1306  0.12
2 C 1.1632 -0.6035 0.0690  -0.48
3 O 0.0690 -1.4671 0.0005  0.08
4 C -1.2080 -1.0207 -0.0752  -0.09
5 C -1.5656 0.2820 -0.0913  -0.11
6 C -0.5231 1.2858 -0.0301  0.00
7 C 0.6457 0.7341 0.0450  -0.14
8 H -1.8985 -1.8581 -0.1239  0.13
9 H -2.6194 0.5396 -0.1523  0.09
10 H 1.7909 1.5812 0.5129  0.19
11 H 1.8668 1.5653 -0.2851  0.20

Values from the calculation:
Kohn-Sham gap ... 9.40 eV
LUMO ... 0.0057 Eh
Charge ... 0
Energy above the lowest of the compared OMol25 structures with the same formula, charge and spin ... 117.6 kcal/mol

---

Values of calculated total energy, in order: -56095.31698 -38554.59420 -47086.13673 -37411.99438 -6231.88439 -98753.02381 -91188.30169 -9339.08098, all in eV.